The following is a quantum chemistry calculation of 2 unconnected molecules or ions with the total composition Cl3O2P, from the OMol25 dataset.

CARTESIAN COORDINATES (ANGSTROEM)
Cl  -2.040  0.685  -1.173
Cl  2.894  0.327  0.189
Cl  -0.574  -1.878  -0.264
P  -0.829  -0.060  0.224
O  -1.021  0.132  1.652
O  1.570  0.794  -0.627

Results
Energy relative to the best compared isomer or geometry (same formula, charge and spin) = 3.0412 eV
HOMO (spin up / spin down) = -0.3800 / -0.3362 hartree